This record from OMol25 describes an isolated molecule of C17H24N2O4. The level of theory is ωB97M-V with the def2-TZVPD basis set.

Structure (XYZ):
```
47
Properties=species:S:1:pos:R:3
H -2.3972 -0.8497 -1.4183
H -4.9694 0.5753 -1.1352
H 1.8072 -1.2021 -2.4945
C -0.2144 -0.3590 -0.9473
C 2.1289 -1.0152 -1.4809
H 4.1395 -1.5942 -1.8715
H 5.8485 -2.6555 -0.6340
O -0.7845 -1.2979 -1.5271
H 1.8279 3.1272 1.6678
C -2.9130 -2.3726 1.1752
C 1.2099 -0.5332 -0.5610
H -2.5944 -1.6361 1.9103
H -4.6821 -2.8922 0.0633
H -2.3068 -2.2523 0.2831
O -0.6112 3.0315 0.3563
C -4.8252 -0.7929 0.5297
H -3.9157 2.0116 0.0688
H -2.7165 -3.3629 1.5800
C 1.6207 -0.3239 0.7542
C -0.1502 2.0541 -0.2270
C 3.8571 -1.0111 0.1840
O 5.1248 -1.1951 0.6512
C 6.1062 -1.6678 -0.2382
H -4.9636 -2.5287 1.7634
C 3.4470 -1.2390 -1.1244
C -4.4174 -0.3386 -0.8796
C -0.8821 0.8442 -0.5341
H 2.6248 3.2399 -1.2870
O 1.0953 2.0691 -0.7375
H 0.9078 0.0211 1.4891
H -5.9142 -0.7279 0.5914
H 7.0222 -1.7427 0.3461
H 3.2173 4.0060 1.0147
H -4.6991 -1.1051 -1.6041
N -3.0046 -0.1069 -1.0383
C 1.8899 3.2206 -0.4792
C -4.4012 -2.2212 0.8780
H 6.2644 -0.9731 -1.0698
H 1.2560 4.1129 -0.5304
H -2.3199 2.6426 0.4560
N -2.9273 1.8705 0.1789
C 2.9250 -0.5627 1.1231
C -2.3074 0.8754 -0.4710
H -4.4053 -0.1062 1.2671
C 2.5750 3.1404 0.8782
H 3.2559 -0.4103 2.1389
H 3.1716 2.2336 0.9415
```

total charge: 0
energy above the lowest of the compared OMol25 structures with the same formula, charge and spin: 96.6 kJ/mol
orbital gap: 9.02 eV
SMILES string: CCCCN/C(N)=C(/C(=O)OCC)C(=O)c1ccc(OC)cc1
highest occupied orbital energy: -0.301 Eh
LUMO level: 0.82 eV

This record from OMol25 describes a cluster of 5 separate species, CH12O4S2 in total. The level of theory is ωB97M-V with the def2-TZVPD basis set.

Structure (XYZ):
```
19
Properties=species:S:1:pos:R:3
H 1.8900 0.5980 -1.0192
H 1.9817 -2.2229 0.2465
H -0.7090 2.6999 0.2762
O 3.0509 -1.0048 1.1211
H 0.8491 1.0794 -0.1003
H -1.9107 -0.4233 -1.3835
H 2.0525 -0.8020 -2.9160
C -1.3221 2.3608 1.1116
H 2.8549 -0.0780 0.9358
O 1.3068 -0.6728 -2.3141
S -2.6763 0.0854 -0.3968
H -0.9284 2.5837 2.0877
O 1.8136 1.0790 -0.1678
H 3.9353 -0.9813 1.5021
H 1.9312 -3.3570 -0.7399
H -2.3297 2.6950 0.9099
H 1.4308 -1.4742 -1.7349
O 1.4252 -2.5763 -0.4803
S -1.3337 0.5175 1.0588
```

total charge: 0
energy above the lowest of the compared OMol25 structures with the same formula, charge and spin: 14.8 kJ/mol
orbital gap: 9.32 eV
SMILES string: CSS.O.O.O.O
highest occupied orbital energy: -0.324 Eh
LUMO level: 0.51 eV

This record from OMol25 describes a structure of composition C29H34MoNO4S4Te. The level of theory is ωB97M-V with the def2-TZVPD basis set.

Structure (XYZ):
```
74
Properties=species:S:1:pos:R:3
H -1.8209 -2.0430 -1.4200
C -1.1034 3.9499 2.5065
C 1.7773 -0.8767 1.0995
C 1.7626 2.7301 0.3470
C -0.1508 -4.9609 -1.7901
H 5.1249 -2.4632 4.1475
C 3.8539 -2.1915 2.4408
H -3.4133 -0.2880 -2.3339
S 1.6446 0.7659 -4.7409
O 0.5196 -3.4501 -4.1206
N 0.2756 -1.5204 -2.9353
H -2.5159 2.4491 -0.7057
H -1.6414 6.0274 2.5536
S 2.1504 2.2519 -3.4829
Mo 0.4524 0.1744 -2.7570
C 4.0874 -1.4951 1.2721
C 1.5135 -1.5718 2.2978
H 2.4881 2.0864 0.8487
H -2.8800 2.8902 3.0376
C -3.3404 2.4481 -1.4150
H -3.5403 3.4797 -1.7115
H -2.1258 -0.3499 2.3325
H 2.3562 -2.7396 3.8698
H -2.3921 5.0627 3.8265
C 2.5581 -2.2069 2.9468
C -1.9415 2.8461 2.4955
H -0.2729 -0.6530 3.0878
H 0.1803 -2.1713 3.8654
C -0.5360 -3.6428 -2.0125
H -0.5517 -2.1851 2.2562
O -1.7501 2.8632 -4.2489
C -2.9851 1.6079 -2.6313
C 4.9607 -2.9075 3.1643
H 4.3120 -0.5248 -1.1376
C -1.5222 -3.0638 -1.2236
C -4.1082 1.5610 -3.6457
C -2.5744 0.5170 1.8442
C 0.1216 -2.8892 -3.1271
C 0.1385 -1.6490 2.9106
H 4.7074 -3.9575 3.3163
O -2.6372 0.2655 -2.2001
C -0.7365 -5.6870 -0.7674
C -2.1211 -3.7982 -0.2101
C 0.0931 3.8821 1.8023
O -0.6097 1.8852 -2.5674
H 2.1831 3.7323 0.2774
C -1.6148 1.6796 1.8111
H 2.7174 0.2070 -1.3089
Te 0.0483 -0.1538 0.0844
H 5.0930 -1.4612 0.8670
H 0.7556 4.7410 1.7980
H -0.4275 -6.7082 -0.5871
H -4.3109 2.5604 -4.0248
H -2.8994 -3.3502 0.3953
H -2.8624 0.2143 0.8365
H 0.6065 -5.3977 -2.4274
H -3.4782 0.7869 2.3899
C 3.5122 -0.0137 -0.6032
H 3.9158 0.9461 -0.2724
C -1.4791 5.2026 3.2497
H -4.2340 2.0512 -0.9284
C -0.4037 1.6454 1.1099
H -5.0201 1.1728 -3.1843
H -3.8277 0.9353 -4.4928
C 0.4619 2.7460 1.0943
H -2.1839 -5.6773 0.8188
S 4.8572 0.4027 -4.0348
C -1.7043 2.1787 -3.2625
H 5.8954 -2.8578 2.6082
H -0.6849 5.5034 3.9341
C 3.0765 -0.8151 0.5881
S 4.3049 2.0289 -3.1784
H 1.6175 2.3492 -0.6666
C -1.7218 -5.1061 0.0239
```

total charge: 0
energy above the lowest of the compared OMol25 structures with the same formula, charge and spin: 135.5 kJ/mol
2S+1: 4
orbital gap (spin up / spin down): 7.20 / 6.91 eV
highest occupied orbital energy (spin up / spin down): -0.281 / -0.315 Eh
LUMO level (spin up / spin down): -0.44 / -1.66 eV